Entry 1:
Molecular formula: C10H14NO10W
Method: DFT, ωB97M-V/def2-TZVPD

Calculated values
2S+1: 1
Relative energy (zero: lowest compared OMol25 entry of this formula, charge and spin), kcal/mol: 52.51
Charge: +3
DFT total energy, eV: -34356.5709
HOMO level, eV: -21.98
Orbital gap, eV: 7.7

Last column: Löwdin charge in e.
Atoms and positions in Å:
W1 -0.477 1.019 -0.020  2.186
O1 1.514 0.493 0.870  -0.131
C1 1.472 -0.417 2.030  -0.079
C2 0.360 -1.421 1.738  -0.090
N1 -0.903 -0.679 1.423  -0.221
C3 -1.935 -1.541 0.779  -0.013
C4 -2.716 -0.681 -0.263  -0.454
O2 -3.535 -1.085 -1.006  0.287
O3 -2.217 0.581 -0.245  -0.109
C5 -1.493 -0.044 2.645  0.006
C6 -0.999 1.413 2.803  -0.432
O4 -0.857 2.012 3.802  0.308
O5 -0.710 1.871 1.544  -0.110
H1 2.310 1.059 0.994  0.184
H2 1.295 0.163 2.947  0.150
H3 2.433 -0.941 2.120  0.170
H4 0.234 -2.104 2.592  0.174
H5 0.643 -2.019 0.856  0.144
H6 -2.642 -1.973 1.502  0.175
H7 -1.488 -2.388 0.243  0.155
H8 -1.286 -0.609 3.562  0.178
H9 -2.587 0.031 2.543  0.172
O6 -0.034 -1.784 -3.242  0.323
C7 0.458 -0.986 -2.408  -0.336
O7 -0.062 -0.675 -1.278  -0.073
C8 1.791 -0.343 -2.735  -0.010
O8 1.956 0.804 -1.911  -0.115
C9 1.637 2.084 -2.523  0.025
C10 0.425 2.330 -1.655  -0.486
O9 0.621 2.655 -0.450  0.036
O10 -0.679 1.776 -1.909  0.047
H10 -0.901 -2.241 -3.116  0.222
H11 1.887 -0.130 -3.809  0.178
H12 2.609 -1.044 -2.487  0.190
H13 1.425 2.014 -3.595  0.171
H14 2.452 2.797 -2.338  0.176

Cartesian forces (eV/Å) of the 6 atoms listed first:
1.61 -1.84 0.30
-0.50 -0.45 0.35
-0.35 -0.65 0.36
0.88 -0.09 -0.12
0.00 0.07 -0.05
-0.66 -0.17 -0.53

Entry 2:
Molecular formula: C10H14NO2
Method: DFT, ωB97M-V/def2-TZVPD

Calculated values
2S+1: 3
Relative energy (zero: lowest compared OMol25 entry of this formula, charge and spin), kcal/mol: 0.00
Charge: +1
DFT total energy, eV: -16171.4799
HOMO level (spin up / spin down), eV: -8.72 / -13.24
Orbital gap (spin up / spin down), eV: 6.0 / 6.4

Last column: Mulliken spin population.
Atoms and positions in Å:
C1 3.208 0.485 0.097  0.450
C2 3.045 -0.869 0.344  0.363
C3 2.110 1.265 -0.206  -0.130
C4 1.790 -1.432 0.260  0.005
C5 0.833 0.720 -0.316  0.460
C6 0.683 -0.650 -0.096  0.462
C7 -0.300 1.684 -0.556  -0.024
C8 -1.685 1.084 -0.786  0.004
C9 -0.575 -1.401 -0.313  0.190
C10 -1.978 0.273 1.556  0.009
N1 -1.965 -0.021 0.125  0.036
O1 -0.962 -1.694 -1.556  0.034
O2 -0.859 -2.327 0.571  0.012
H1 4.188 0.933 0.154  0.028
H2 3.895 -1.482 0.598  0.001
H3 2.239 2.326 -0.359  0.006
H4 1.649 -2.482 0.460  0.015
H5 -0.325 2.349 0.312  0.055
H6 -0.057 2.314 -1.414  0.037
H7 -2.440 1.873 -0.674  0.002
H8 -1.766 0.701 -1.809  0.001
H9 -1.196 -0.299 2.057  -0.005
H10 -1.804 1.330 1.738  -0.002
H11 -2.937 0.004 1.996  0.001
H12 -2.820 -0.493 -0.159  -0.002
H13 -0.498 -1.196 -2.242  -0.009
H14 -1.473 -2.993 0.218  0.001

Cartesian forces (eV/Å) of the 6 atoms listed first:
-0.24 4.71 -0.89
-0.22 -3.28 0.62
2.14 -0.35 0.22
-1.27 0.11 0.15
-0.65 3.98 -1.14
-0.74 -5.46 1.03

Entry 3:
Molecular formula: C10H14NOS
Method: DFT, ωB97M-V/def2-TZVPD

Calculated values
2S+1: 1
Relative energy (zero: lowest compared OMol25 entry of this formula, charge and spin), kcal/mol: 44.88
Charge: +1
DFT total energy, eV: -24959.1918
HOMO level, eV: -12.38
Orbital gap, eV: 6.3

Last column: Löwdin charge in e.
Atoms and positions in Å:
C1 -0.386 -1.349 -2.012  -0.107
C2 -0.896 -0.899 -3.177  -0.292
C3 -0.918 -0.658 -0.853  -0.238
C4 -1.792 0.360 -1.256  -0.507
C5 -2.215 1.026 -0.040  0.018
C6 -1.578 0.441 1.025  -0.021
C7 -0.783 -0.649 0.564  -0.077
C8 1.254 1.586 -0.523  -0.072
C9 1.743 1.235 1.855  -0.076
C10 -0.230 -1.702 1.408  -0.222
N1 1.366 0.628 0.570  -0.148
O1 0.696 -2.533 0.857  0.012
S1 -2.115 0.439 -2.929  1.119
H1 0.477 -2.009 -2.049  0.121
H2 -0.686 -1.086 -4.239  0.086
H3 -2.807 1.939 -0.182  0.139
H4 -1.994 0.466 2.026  0.137
H5 1.042 1.062 -1.502  0.103
H6 0.346 2.024 -0.119  0.074
H7 2.057 2.381 -0.643  0.122
H8 1.362 0.535 2.738  0.117
H9 2.857 1.011 1.834  0.113
H10 1.518 2.290 2.024  0.092
H11 -0.992 -2.203 1.815  0.119
H12 0.201 -1.113 2.229  0.136
H13 2.000 -0.173 0.522  0.129
H14 0.471 -3.049 0.057  0.123

Cartesian forces (eV/Å) of the 6 atoms listed first:
0.63 0.24 0.44
-1.51 1.69 -0.92
0.15 -0.20 -2.94
0.84 -1.58 -0.29
0.23 1.26 0.41
-2.76 1.09 0.47

Entry 4:
Molecular formula: C10H14O5
Method: DFT, ωB97M-V/def2-TZVPD

Calculated values
2S+1: 1
Structure (SMILES): CC(=O)C1=C(C)O[C@@](C)(O)[C@@]1(O)C(C)=O
Relative energy (zero: lowest compared OMol25 entry of this formula, charge and spin), kcal/mol: 37.97
DFT total energy, eV: -20832.8270
HOMO level, eV: -9.04
Orbital gap, eV: 9.2

Last column: Löwdin charge in e.
Atoms and positions in Å:
C1 0.702 0.273 0.244  0.011
C2 0.485 1.553 -0.140  -0.209
C3 1.777 -0.717 0.320  -0.350
C4 -0.754 -1.361 -0.717  -0.356
C5 -0.810 -0.374 0.396  -0.304
C6 -1.736 0.868 0.079  -0.476
C7 1.475 2.532 -0.602  0.016
C8 2.966 -0.665 -0.594  0.024
C9 -0.599 -2.825 -0.371  0.027
C10 -2.544 1.222 1.358  0.045
O1 1.650 -1.508 1.289  0.041
O2 -0.814 -0.898 -1.837  0.096
O3 -0.838 1.957 -0.187  0.066
O4 -0.968 -0.926 1.638  -0.020
O5 -2.643 0.676 -0.909  0.076
H1 1.875 3.046 0.235  0.085
H2 1.173 3.314 -1.259  0.086
H3 2.357 2.123 -1.080  0.082
H4 3.264 -1.684 -0.783  0.095
H5 3.657 -0.036 -0.111  0.084
H6 2.746 -0.165 -1.496  0.070
H7 -1.233 -3.349 -1.112  0.100
H8 -1.104 -3.045 0.611  0.107
H9 0.421 -3.147 -0.371  0.076
H10 -2.841 0.289 1.912  0.108
H11 -3.440 1.768 1.038  0.098
H12 -1.963 1.794 1.971  0.053
H13 -0.122 -1.190 2.184  0.173
H14 -2.139 0.476 -1.706  0.097

Cartesian forces (eV/Å) of the 6 atoms listed first:
-3.13 0.33 -0.72
-0.86 -1.33 -0.80
-0.53 0.28 2.75
-0.44 -0.23 0.03
3.63 1.35 0.34
-0.37 -0.69 3.03

Entry 5:
Molecular formula: C10H14OSi
Method: DFT, ωB97M-V/def2-TZVPD

Calculated values
2S+1: 3
Relative energy (zero: lowest compared OMol25 entry of this formula, charge and spin), kcal/mol: 38.58
DFT total energy, eV: -20516.9199
HOMO level (spin up / spin down), eV: -5.04 / -9.48
Orbital gap (spin up / spin down), eV: 5.5 / 7.0

Last column: Mulliken spin population.
Atoms and positions in Å:
C1 -2.296 0.641 -0.100  0.444
C2 -1.462 -0.318 0.527  -0.126
C3 -2.216 1.946 0.268  -0.033
C4 -0.292 0.023 1.106  0.330
C5 -1.087 2.371 0.967  0.301
C6 -0.129 1.444 1.343  0.291
C7 1.691 1.002 2.890  0.547
C8 0.923 1.863 2.233  0.110
C9 -0.360 -2.594 -2.526  0.002
C10 1.884 -0.597 -1.987  -0.001
O1 1.079 -2.786 0.077  0.004
Si1 0.992 -2.134 -1.258  0.003
H1 -3.096 0.252 -0.607  0.033
H2 -1.742 -1.351 0.299  -0.013
H3 -2.848 2.712 -0.012  0.008
H4 0.287 -0.849 1.356  0.037
H5 -1.122 3.447 1.208  0.015
H6 2.564 1.331 3.492  0.009
H7 1.667 -0.076 2.788  0.037
H8 -0.309 -3.624 -2.906  0.000
H9 -1.206 -2.730 -2.013  -0.001
H10 -0.324 -1.984 -3.347  -0.001
H11 2.652 -0.213 -1.257  0.001
H12 2.417 -0.841 -2.780  0.001
H13 1.163 0.061 -2.162  0.002
H14 1.169 3.004 2.399  -0.001

Cartesian forces (eV/Å) of the 6 atoms listed first:
0.17 -1.59 1.13
0.17 -0.77 -1.50
3.49 2.05 1.61
-1.81 -1.17 -0.41
-4.40 1.79 -2.14
5.45 0.42 3.73

Entry 6:
Molecular formula: C10H15Br15I2OSi
Method: DFT, ωB97M-V/def2-TZVPD

Calculated values
2S+1: 1
Relative energy (zero: lowest compared OMol25 entry of this formula, charge and spin), kcal/mol: 0.00
DFT total energy, eV: -1087375.5127
HOMO level, eV: -9.30
Orbital gap, eV: 9.0

Last column: Löwdin charge in e.
Atoms and positions in Å:
C1 0.419 -0.835 -1.386  -0.251
C2 0.008 0.621 -1.334  -0.834
I1 1.347 1.755 -2.570  0.813
C3 -1.463 0.955 -1.673  -0.367
Si1 -2.487 -0.306 -2.630  0.700
C4 -3.943 -0.967 -1.599  -0.336
C5 -4.559 0.082 -0.752  -0.904
O1 -5.215 0.992 -1.135  0.015
I2 -4.096 -0.043 1.382  0.753
H1 -0.252 -1.439 -0.769  0.075
H2 0.446 -1.228 -2.398  0.031
H3 1.425 -0.948 -0.979  0.052
H4 0.202 0.980 -0.329  -0.006
H5 -1.968 1.210 -0.739  0.052
H6 -1.501 1.864 -2.270  0.022
H7 -3.064 0.346 -3.824  -0.021
H8 -1.741 -1.490 -3.093  -0.020
H9 -3.658 -1.836 -1.011  0.055
H10 -4.715 -1.280 -2.307  0.089
C6 4.014 -3.933 -1.802  -1.643
Br1 2.541 -3.799 -3.032  0.573
Br2 5.365 -2.616 -2.170  0.578
Br3 3.421 -3.847 0.025  0.553
H11 4.460 -4.905 -1.948  -0.031
C7 0.840 1.506 2.959  -1.630
Br4 1.470 2.793 1.676  0.579
Br5 -0.976 1.844 3.477  0.552
Br6 1.044 -0.293 2.309  0.592
H12 1.459 1.592 3.841  -0.125
C8 2.867 3.089 6.504  -1.632
Br7 3.474 4.333 5.173  0.582
Br8 1.032 3.405 6.980  0.581
Br9 3.128 1.271 5.924  0.612
H13 3.467 3.233 7.390  -0.030
C9 -0.102 -6.319 1.351  -1.648
Br10 -0.054 -6.760 -0.519  0.565
Br11 1.497 -6.890 2.253  0.565
Br12 -0.429 -4.443 1.619  0.545
H14 -0.929 -6.855 1.792  -0.031
C10 -0.533 5.770 -2.916  -1.657
Br13 -0.575 4.988 -1.164  0.533
Br14 -2.302 6.170 -3.555  0.572
Br15 0.610 7.315 -2.974  0.572
H15 -0.109 5.031 -3.582  -0.044

Cartesian forces (eV/Å) of the 6 atoms listed first:
0.31 0.00 0.05
-0.35 -0.07 0.24
0.18 0.03 -0.11
0.29 -0.11 -0.17
-0.03 0.18 -0.16
-0.17 -0.42 0.12

Entry 7:
Molecular formula: C10H15BrO2S
Method: DFT, ωB97M-V/def2-TZVPD

Calculated values
2S+1: 1
DFT total energy, eV: -95581.0560
HOMO level (spin up / spin down), eV: -7.46 / -7.65
Orbital gap (spin up / spin down), eV: 7.2 / 7.1

Last column: Löwdin charge in e.
Atoms and positions in Å:
C1 -0.323 1.056 0.325  -0.185
C2 -1.633 1.618 0.325  -0.589
C3 2.413 0.084 1.155  -0.159
C4 3.494 -1.512 0.071  -0.124
C5 0.497 0.479 -0.618  -0.053
C6 1.911 0.139 -0.322  -0.257
C7 2.349 -1.172 -0.927  -0.263
C8 -3.207 -0.829 -0.179  -0.922
C9 -1.768 2.953 1.075  -0.084
C10 -3.948 -1.499 -1.266  -0.211
O1 3.667 -0.575 1.158  -0.099
O2 1.271 -2.172 -0.826  -0.054
S1 -3.037 0.896 -0.322  0.981
Br1 -1.753 -1.813 0.789  0.690
H1 0.125 1.291 1.248  0.087
H2 2.540 1.087 1.533  0.124
H3 1.757 -0.470 1.797  0.123
H4 3.159 -2.439 0.451  0.110
H5 4.462 -1.643 -0.380  0.121
H6 0.304 0.115 -1.640  0.138
H7 2.577 0.823 -0.851  0.160
H8 2.756 -1.271 -1.929  0.146
H9 -2.665 3.146 1.582  0.058
H10 -1.727 3.606 0.260  0.059
H11 -0.879 3.105 1.643  0.072
H12 -4.429 -0.681 -1.676  0.024
H13 -4.698 -2.179 -0.845  0.094
H14 -3.231 -1.896 -1.925  0.065
H15 0.467 -1.713 -0.760  -0.049

Cartesian forces (eV/Å) of the 6 atoms listed first:
0.71 -0.60 -2.08
-1.07 -0.89 0.32
-0.01 0.52 -0.57
0.54 -0.48 -0.12
-0.75 0.15 0.83
0.88 0.50 0.05

Entry 8:
Molecular formula: C10H15ClN2
Method: DFT, ωB97M-V/def2-TZVPD

Calculated values
2S+1: 1
Structure (SMILES): CCN(C)CCc1cncc(Cl)c1
Relative energy (zero: lowest compared OMol25 entry of this formula, charge and spin), kcal/mol: 0.00
DFT total energy, eV: -26115.1775
HOMO level, eV: -8.62
Orbital gap, eV: 9.4

Last column: Löwdin charge in e.
Atoms and positions in Å:
C1 -0.848 -2.262 -2.696  -0.097
C2 -0.163 -2.107 -1.345  -0.256
C3 0.804 0.060 -1.809  -0.105
C4 -1.305 -0.096 -0.583  -0.229
C5 -1.027 1.201 0.102  -0.178
C6 -0.093 1.090 1.300  -0.200
C7 0.104 -0.082 2.021  -0.086
C8 1.445 0.845 3.615  -0.214
C9 1.432 2.027 2.933  -0.658
C10 0.628 2.200 1.803  -0.035
H1 -1.927 -2.044 -2.667  0.070
H2 -0.410 -1.564 -3.400  0.053
H3 -0.689 -3.276 -3.148  0.087
H4 -0.660 -2.645 -0.557  0.106
H5 0.847 -2.496 -1.520  0.111
H6 0.389 0.385 -2.761  0.077
H7 1.680 -0.556 -2.119  0.104
H8 1.103 0.966 -1.262  0.080
H9 -1.837 -0.761 0.144  0.125
H10 -2.065 0.137 -1.408  0.140
H11 -1.968 1.673 0.469  0.132
H12 -0.636 1.994 -0.590  0.120
H13 -0.427 -1.008 1.771  0.110
H14 1.909 0.760 4.579  0.101
H15 0.492 3.196 1.289  0.136
N1 -0.007 -0.720 -0.912  -0.226
N2 0.771 -0.212 3.205  0.078
Cl1 2.457 3.292 3.544  0.654

Cartesian forces (eV/Å) of the 6 atoms listed first:
-0.64 -0.76 -0.48
0.66 0.43 -0.94
1.12 0.05 0.14
-0.45 -0.37 -0.04
-0.05 2.10 0.86
0.94 0.56 0.74

Which formula does entry 4 have?
C10H14O5